[1]
{"formula": "C19H10Cl5NO3", "method": "ωB97M-V/def2-TZVPD", "symbols": ["Cl", "C", "C", "Cl", "C", "O", "C", "O", "C", "Cl", "C", "Cl", "Cl", "C", "C", "C", "C", "N", "C", "C", "C", "C", "C", "C", "C", "C", "O", "C", "H", "H", "H", "H", "H", "H", "H", "H", "H", "H"], "coordinates": [[0.813952, -1.359983, 4.829585], [-0.377776, -1.443678, 3.607231], [-0.645302, -0.335024, 2.818349], [0.251427, 1.104280, 2.974891], [-1.707283, -0.303434, 1.828745], [-1.968754, 0.692274, 1.141789], [-2.526831, -1.592141, 1.660332], [-3.463677, -1.624333, 0.859560], [-2.119156, -2.737349, 2.466232], [-3.007401, -4.163300, 2.214381], [-1.101659, -2.671743, 3.407673], [-0.702735, -4.042033, 4.348720], [-2.680468, -2.690927, -3.340746], [-2.550446, -1.080367, -2.776105], [-3.602277, -0.177705, -2.924215], [-3.392164, 1.130051, -2.471316], [-2.199519, 1.504756, -1.899480], [-1.182124, 0.593092, -1.716875], [0.011006, 1.014217, -1.174693], [1.084633, 0.146379, -0.863318], [2.412497, 0.766599, -0.491399], [3.571423, -0.001330, -0.670074], [4.825113, 0.539229, -0.391186], [4.928788, 1.852049, 0.096375], [3.772224, 2.608682, 0.319257], [2.516209, 2.055430, 0.048807], [0.995124, -1.105469, -0.853501], [-1.373084, -0.698447, -2.163941], [-4.529561, -0.508680, -3.374383], [-4.166219, 1.888135, -2.559541], [-1.969903, 2.502907, -1.534240], [0.101677, 2.091059, -1.065814], [3.477166, -1.022570, -1.043819], [5.713293, -0.070562, -0.563290], [5.911872, 2.276395, 0.305788], [3.838823, 3.631152, 0.697301], [1.605202, 2.618060, 0.243534], [-0.564091, -1.385672, -1.990615]], "atomic_forces_ev_per_a": [[-0.096, -0.067, -0.185], [0.030, 2.237, -0.994], [1.011, -0.921, 1.446], [0.092, 0.095, 0.065], [-0.885, 1.696, -1.740], [0.499, -2.129, 1.520], [-1.531, 0.415, -1.770], [1.789, 0.069, 1.564], [1.182, -0.583, 1.497], [-0.080, -0.233, -0.012], [-1.902, -0.711, -1.427], [-0.031, 0.172, -0.124], [-0.062, -0.289, -0.065], [-0.301, 1.116, 0.313], [0.379, -0.109, 0.091], [0.054, -0.049, -0.025], [0.306, -0.471, 0.143], [-0.654, -0.523, -0.659], [0.830, 0.320, 0.085], [-0.375, -0.367, 0.349], [0.042, 0.104, 0.263], [-0.022, 0.160, -0.062], [-0.240, 0.301, 0.129], [-0.167, -0.201, -0.097], [-0.065, -0.276, -0.043], [0.317, -0.158, -0.297], [0.166, 0.406, -0.156], [-0.102, 0.432, 0.252], [0.035, 0.179, 0.050], [0.118, -0.211, -0.026], [-0.232, -0.272, -0.132], [-0.090, -0.378, -0.096], [-0.046, 0.342, 0.099], [-0.183, 0.258, 0.103], [-0.284, -0.089, -0.058], [0.040, -0.349, -0.049], [0.278, 0.010, 0.002], [0.179, 0.074, 0.047]], "lowdin_charge": [0.736, -0.677, -0.607, 0.776, -0.304, 0.097, -0.309, 0.109, -0.617, 0.767, -0.678, 0.733, 0.724, -0.654, -0.081, -0.040, -0.032, -0.034, -0.055, -0.383, -0.153, -0.026, -0.080, -0.092, -0.085, -0.056, -0.031, -0.032, 0.108, 0.116, 0.135, 0.106, 0.116, 0.102, 0.099, 0.101, 0.096, 0.105], "mol_weight_g_mol": 477.6, "max_force_ev_per_a": 2.7, "orbital_gap_ev": 4.75, "total_charge": 0, "homo_ev": -7.33, "multiplicity": 1}


[2]
{"formula": "C19H10Co2N2O6", "method": "ωB97M-V/def2-TZVPD", "symbols": ["C", "C", "C", "N", "C", "C", "C", "C", "C", "N", "C", "C", "H", "H", "H", "H", "H", "H", "H", "O", "C", "Co", "C", "O", "C", "O", "C", "C", "C", "Co", "C", "O", "C", "O", "C", "O", "H", "H", "H"], "coordinates": [[-2.297784, -1.563405, 0.524705], [-1.957612, -0.531215, 1.622842], [-2.765125, 0.714382, 1.369120], [-3.334234, 1.657540, 0.963495], [-0.468706, -0.125654, 1.449089], [0.466408, -1.112898, 1.102788], [1.791733, -0.782029, 0.842760], [2.238773, 0.536335, 0.978414], [3.627896, 0.877719, 0.771943], [4.750182, 1.155786, 0.588351], [1.314951, 1.525819, 1.310271], [-0.033490, 1.198746, 1.546936], [-1.725839, -1.345038, -0.385075], [-2.052215, -2.565486, 0.911579], [-3.362848, -1.551364, 0.280442], [0.138636, -2.146822, 0.990332], [2.498332, -1.552918, 0.550687], [1.641342, 2.566840, 1.377480], [-0.739962, 2.000085, 1.781518], [-7.708280, -2.118904, 4.002969], [-6.975819, -1.468917, 4.619517], [-5.920755, -0.455741, 5.585203], [-6.189867, 1.118579, 4.847054], [-6.379201, 2.170392, 4.417833], [-7.165822, -0.549942, 6.829046], [-8.014520, -0.586811, 7.608396], [-4.325465, -1.180451, 4.551152], [-3.250820, -0.639282, 3.920322], [-2.220364, -1.150854, 2.984761], [-3.285312, -0.094620, 5.638285], [-2.831071, 1.533418, 5.245637], [-2.509818, 2.621346, 5.004954], [-2.091317, -0.622916, 6.870945], [-1.412721, -0.857895, 7.780843], [-4.544169, 0.336961, 6.955608], [-4.638219, 0.855738, 8.002150], [-4.410614, -2.293799, 4.527128], [-1.267575, -1.213450, 3.545099], [-2.500507, -2.200777, 2.784523]], "atomic_forces_ev_per_a": [[-0.043, -0.001, -0.311], [0.439, 1.296, -0.999], [-1.203, 1.418, -0.978], [1.408, -2.223, 1.020], [-0.318, 0.041, -0.213], [0.227, 0.182, -0.091], [-0.041, -0.282, 0.278], [-0.161, 0.037, -0.047], [1.793, 0.411, -0.466], [-2.185, -0.553, 0.388], [-0.641, 0.189, 0.294], [0.656, 0.170, -0.108], [-0.219, -0.133, 0.038], [-0.003, 0.377, -0.354], [0.077, 0.014, 0.191], [0.175, 0.308, 0.067], [-0.076, 0.054, 0.069], [-0.128, -0.361, 0.045], [0.233, -0.358, -0.039], [-0.074, 0.373, 0.124], [0.449, -1.197, -0.637], [-1.501, 0.560, 0.290], [0.431, 1.446, -0.351], [-0.116, -0.507, 0.069], [1.183, -0.126, 0.735], [-0.446, 0.075, -0.029], [1.806, -2.745, -2.939], [-1.307, -0.720, -2.468], [-0.456, -1.639, 2.044], [0.423, 3.699, 5.718], [-0.437, 0.587, 0.148], [0.263, -0.031, -0.189], [-0.469, -1.087, -1.095], [0.277, 0.347, 0.477], [1.243, -0.221, -0.300], [-0.695, 0.083, 0.264], [-0.494, 0.522, -0.341], [-0.223, 0.166, -0.206], [0.152, -0.171, -0.098]], "lowdin_charge": [-0.057, -0.414, -0.177, 0.154, -0.147, -0.026, -0.037, -0.259, -0.191, 0.113, -0.022, 0.008, 0.083, 0.073, 0.090, 0.113, 0.110, 0.116, 0.116, 0.060, -0.226, -0.038, -0.156, 0.091, -0.221, 0.062, -0.253, -0.332, -0.196, -0.043, -0.198, 0.036, -0.207, 0.000, -0.305, 0.004, 0.060, 0.119, 0.097], "mol_weight_g_mol": 480.2, "max_force_ev_per_a": 6.8, "orbital_gap_ev": 3.14, "total_charge": -2, "homo_ev": 1.16, "multiplicity": 1}


[3]
{"formula": "C19H11N4O2Pd", "method": "ωB97M-V/def2-TZVPD", "symbols": ["Pd", "C", "C", "O", "C", "C", "C", "C", "C", "C", "O", "H", "H", "H", "H", "H", "H", "H", "N", "C", "C", "C", "N", "C", "N", "N", "C", "C", "C", "C", "C", "C", "C", "H", "H", "H", "H"], "coordinates": [[0.331329, 0.262270, -0.294507], [-1.971805, -0.215848, 3.462161], [-1.580933, 0.391811, 2.133607], [-0.544377, -0.071266, 1.635047], [-2.379105, 1.454773, 1.557347], [-3.412138, 2.012121, 2.353897], [-4.177949, 3.066175, 1.945163], [-3.923104, 3.618485, 0.670878], [-2.951459, 3.108228, -0.137309], [-2.144653, 1.988562, 0.249038], [-1.303792, 1.546211, -0.607021], [-1.318423, -1.062113, 3.651919], [-3.011585, -0.542708, 3.457628], [-1.852462, 0.511904, 4.266561], [-3.594322, 1.594373, 3.334759], [-4.950378, 3.471412, 2.584019], [-4.508356, 4.465170, 0.328575], [-2.752547, 3.524866, -1.116503], [2.512257, 0.623053, -0.055032], [3.595327, 0.486637, 0.334898], [4.901632, 0.326071, 0.796068], [5.794085, -0.531223, 0.098157], [6.518884, -1.227742, -0.470567], [5.322720, 1.023462, 1.959430], [5.660322, 1.594842, 2.904795], [-1.591402, -5.408469, -4.733751], [-1.276919, -4.543181, -4.043572], [-0.891445, -3.453624, -3.174142], [0.090934, -3.646495, -2.205383], [0.449027, -2.597087, -1.372232], [-0.164053, -1.351590, -1.488195], [-1.145693, -1.172397, -2.460277], [-1.508168, -2.212103, -3.303789], [0.569755, -4.613190, -2.113770], [1.221407, -2.759998, -0.630128], [-1.643138, -0.214132, -2.552680], [-2.271164, -2.070272, -4.058879]], "atomic_forces_ev_per_a": [[0.263, 0.437, 0.043], [-0.052, 0.037, 0.048], [0.050, 0.057, -0.119], [0.000, -0.201, 0.060], [-0.049, -0.051, 0.189], [0.021, -0.017, -0.010], [0.066, 0.017, -0.149], [-0.051, 0.027, 0.084], [-0.006, -0.077, -0.007], [-0.058, -0.002, -0.042], [-0.156, 0.166, -0.054], [0.008, -0.003, -0.008], [0.015, -0.011, 0.001], [0.005, -0.005, -0.009], [0.010, 0.007, -0.009], [0.000, 0.007, -0.013], [0.009, -0.014, 0.000], [-0.012, -0.006, 0.008], [-0.080, -0.170, -0.007], [0.329, -0.088, 0.112], [-0.002, 0.021, -0.005], [-0.162, 0.171, 0.125], [-0.009, 0.006, 0.014], [-0.069, -0.117, -0.207], [-0.001, -0.014, -0.007], [0.007, 0.007, 0.005], [0.077, 0.224, 0.180], [-0.071, -0.252, -0.192], [0.042, -0.019, 0.045], [-0.033, -0.074, -0.094], [0.019, -0.040, 0.083], [-0.069, -0.113, -0.055], [-0.050, 0.082, -0.006], [-0.002, -0.004, -0.002], [0.013, 0.008, 0.010], [0.003, 0.012, -0.006], [-0.004, -0.007, -0.006]], "lowdin_charge": [0.977, -0.017, -0.360, -0.068, -0.100, -0.061, -0.111, -0.094, -0.021, -0.350, -0.166, 0.084, 0.086, 0.090, 0.096, 0.090, 0.099, 0.110, 0.054, -0.210, -0.298, -0.266, 0.099, -0.267, 0.097, 0.126, -0.198, -0.257, -0.053, -0.116, -0.220, -0.119, -0.053, 0.111, 0.091, 0.084, 0.110], "mol_weight_g_mol": 433.7, "max_force_ev_per_a": 0.5, "orbital_gap_ev": [7.47, 6.90], "total_charge": -1, "homo_ev": [-5.26, -5.42], "multiplicity": 3}


[4]
{"formula": "C19H12AlCl2F2N2O4", "method": "ωB97M-V/def2-TZVPD", "symbols": ["Al", "F", "C", "C", "C", "C", "C", "F", "C", "C", "C", "C", "C", "C", "N", "H", "H", "H", "H", "H", "H", "O", "C", "O", "C", "C", "C", "C", "C", "C", "N", "O", "O", "H", "H", "H", "H", "Cl", "C", "Cl", "H", "H"], "coordinates": [[-0.744766, 0.498345, 0.296580], [-0.789395, 1.302937, 5.598717], [-1.175288, 0.593758, 4.535943], [-0.788407, 1.008105, 3.271399], [-1.198793, 0.272433, 2.171801], [-1.989196, -0.875885, 2.346641], [-2.336831, -1.253128, 3.639174], [-3.078926, -2.352351, 3.853915], [-1.945612, -0.532358, 4.747660], [-2.394360, -1.593322, 1.114933], [-3.208768, -2.717228, 1.034770], [-3.523954, -3.239648, -0.206690], [-3.026890, -2.654005, -1.363976], [-2.211750, -1.556464, -1.227686], [-1.906176, -1.043726, -0.024624], [-0.164392, 1.887974, 3.179736], [-2.229591, -0.845476, 5.741955], [-3.590814, -3.170949, 1.932857], [-4.162871, -4.110670, -0.270889], [-3.257768, -3.041975, -2.344650], [-1.763272, -1.066029, -2.080900], [0.197585, 0.260548, -1.337638], [1.276860, 0.616078, -0.735979], [1.092424, 1.016265, 0.460311], [2.593360, 0.551264, -1.369900], [3.734854, 0.668810, -0.581399], [4.981869, 0.615992, -1.179244], [5.039228, 0.462690, -2.551125], [3.921345, 0.348414, -3.356183], [2.678218, 0.386224, -2.750494], [6.378803, 0.417579, -3.200429], [7.344030, 0.502300, -2.475573], [6.402864, 0.297208, -4.404516], [3.640653, 0.793627, 0.488336], [5.894702, 0.697292, -0.608924], [4.037230, 0.233178, -4.423042], [1.776912, 0.289867, -3.339154], [-4.522327, 2.355277, -0.856353], [-3.162468, 3.405167, -1.003189], [-1.623862, 2.684496, -0.257862], [-3.291666, 4.311021, -0.424743], [-2.902786, 3.576345, -2.039562]], "atomic_forces_ev_per_a": [[0.279, -0.561, 0.243], [0.005, -0.002, -0.013], [0.009, 0.031, 0.042], [0.000, -0.064, 0.013], [-0.114, 0.117, 0.042], [-0.069, -0.053, -0.048], [-0.024, -0.006, 0.028], [0.005, 0.007, 0.005], [0.002, -0.015, -0.030], [-0.006, 0.135, 0.027], [0.012, 0.008, 0.009], [-0.027, -0.032, 0.000], [0.005, 0.016, -0.008], [0.048, -0.055, 0.028], [-0.111, 0.106, -0.192], [-0.005, 0.004, -0.001], [0.001, 0.007, 0.002], [-0.012, -0.001, -0.003], [0.006, 0.000, 0.001], [0.000, -0.005, 0.003], [0.000, 0.009, 0.002], [-0.066, 0.001, -0.070], [-0.154, 0.144, -0.014], [0.051, -0.007, -0.096], [-0.057, 0.046, -0.016], [0.049, 0.035, 0.005], [-0.048, 0.015, 0.035], [0.118, -0.002, -0.083], [-0.057, 0.006, 0.038], [0.045, -0.067, -0.031], [-0.057, -0.016, 0.053], [0.002, 0.008, 0.001], [-0.004, 0.005, -0.012], [-0.007, 0.018, -0.007], [0.003, -0.006, -0.001], [0.005, -0.006, -0.001], [-0.005, 0.014, 0.007], [-0.105, -0.118, 0.023], [0.207, -0.315, 0.055], [0.094, 0.550, -0.007], [-0.017, 0.022, -0.025], [-0.001, 0.029, -0.003]], "lowdin_charge": [0.155, 0.098, -0.254, 0.000, -0.111, -0.103, -0.199, 0.086, 0.096, -0.138, 0.036, -0.005, -0.022, -0.060, 0.065, 0.124, 0.145, 0.118, 0.126, 0.120, 0.125, 0.048, -0.437, 0.081, -0.121, 0.031, 0.034, -0.109, 0.032, 0.026, -0.345, 0.102, 0.100, 0.133, 0.130, 0.129, 0.129, 0.626, -0.847, 0.765, 0.046, 0.046], "mol_weight_g_mol": 468.2, "max_force_ev_per_a": 0.7, "orbital_gap_ev": 8.11, "total_charge": 1, "homo_ev": -11.91, "multiplicity": 1}